(1)
Entry from the OMol25 dataset: a cluster of 10 separate species, C15H50O10 in total at a distorted geometry (the ωB97M-V functional and the def2-TZVPD basis).

Values from the calculation:
E_tot, eV: -36839.1452
LUMO, eV: 0.5067
E_HOMO, eV: -10.07
SMILES: CC(C)O.CC(C)O.CC(C)O.CC(C)O.CO.CO.CO.O.O.O

```
! RIJCOSX wB97M-V def2-TZVPD def2/J DEFGRID3
* xyz 0 1
C -0.1028 -1.3011 17.7154
C 0.9996 -0.3120 18.0391
C 1.4570 -0.4934 19.4883
O 2.0027 -0.3888 17.0844
H 0.3069 -2.3397 17.7280
H -0.6252 -1.2105 16.7384
H -0.8381 -1.2440 18.5106
H 0.5731 0.6915 18.0515
H 0.6172 -0.2341 20.1873
H 2.1181 0.3102 19.7405
H 1.7790 -1.5179 19.7309
H 2.5793 0.3939 17.1273
C -7.6183 -2.1607 24.6725
C -7.5489 -1.2687 23.4304
C -6.4522 -0.1928 23.3860
O -7.3624 -2.2317 22.4286
H -6.7115 -2.7801 24.7539
H -8.4632 -2.8325 24.5952
H -7.7540 -1.7296 25.6418
H -8.4811 -0.7417 23.2725
H -6.5942 0.3112 22.3816
H -5.4898 -0.7211 23.4259
H -6.4379 0.4580 24.2561
H -7.0787 -1.8078 21.5880
C -1.2690 2.5139 14.5474
C -1.5154 1.8378 15.8540
C -1.4966 2.7163 17.0935
O -2.8456 1.2364 15.6709
H -1.4097 1.8762 13.6175
H -0.2473 2.9670 14.5884
H -2.0285 3.3185 14.3526
H -0.7246 1.0816 16.0192
H -2.4454 3.2224 17.1121
H -0.6870 3.4738 16.9747
H -1.2945 2.1116 18.0069
H -3.0026 0.5249 16.3298
C -7.6251 1.4378 17.0596
C -6.4486 1.7025 16.1337
C -6.3141 3.2016 15.7643
O -5.2917 1.1903 16.7804
H -8.5312 1.7172 16.5720
H -7.5055 2.0623 17.9494
H -7.5840 0.4084 17.3529
H -6.5660 1.1734 15.1668
H -5.3438 3.3152 15.2310
H -6.3326 3.8414 16.6724
H -7.1101 3.5108 15.0540
H -4.5355 1.5409 16.2932
C -2.9101 -2.3333 22.8300
O -3.8791 -3.3844 22.6335
H -2.0258 -2.8878 23.1563
H -2.7141 -1.7800 21.9103
H -3.0952 -1.7214 23.6961
H -4.7018 -3.0261 22.9376
C -3.9529 3.4536 21.5730
O -3.7828 2.1145 22.0215
H -3.8216 3.3445 20.4920
H -5.0425 3.7183 21.7856
H -3.2653 4.1287 22.0281
H -3.7218 2.0763 22.9381
C -3.7620 -3.4580 16.3787
O -3.2949 -3.1137 17.6584
H -3.1131 -3.1648 15.5075
H -3.9923 -4.5402 16.3051
H -4.6508 -2.8805 16.2062
H -2.4578 -2.6496 17.6254
O -2.0682 0.7090 20.0439
H -2.4145 1.2768 20.7576
H -2.8974 0.5669 19.5028
O -4.9589 -3.0404 19.9365
H -4.4898 -3.4719 20.6463
H -4.3340 -3.1878 19.1492
O -4.1022 -0.4752 18.4194
H -4.5161 -1.1715 19.0047
H -4.7264 -0.2908 17.6825
*
```

Atom charges from the Löwdin analysis, given in e for atoms 1 to 8: atom 1 (C): -0.06, atom 2 (C): -0.54, atom 3 (C): -0.05, atom 4 (O): -0.03, atom 5 (H): 0.10, atom 6 (H): 0.08, atom 7 (H): 0.06, atom 8 (H): 0.11

***

(2)
Entry from the OMol25 dataset: the molecule C5H8S at a distorted geometry (the ωB97M-V functional and the def2-TZVPD basis).

Values from the calculation:
E_tot, eV: -16144.9777
LUMO (alpha / beta), eV: -0.7162 / -0.6327
E_HOMO (alpha / beta), eV: -8.02 / -7.84

```
! RIJCOSX wB97M-V def2-TZVPD def2/J DEFGRID3
* xyz 0 1
C 0.4383 -0.2946 0.8011
C 0.0854 0.6023 1.8976
C 0.3758 -0.3218 -0.5971
C -1.2873 1.1095 1.7706
C 1.0022 -1.2857 -1.4263
S -0.5338 0.9495 -1.3883
H 1.1353 -1.1153 1.1547
H -1.9052 0.9719 2.6575
H -1.9290 0.6111 0.8756
H -1.3168 2.3071 1.8107
H 1.7606 -0.8836 -2.0527
H 0.3482 -1.8780 -2.0359
H 1.6175 -2.0654 -0.9310
H 0.2088 1.2929 -2.5363
*
```

Atom charges from the Löwdin analysis, given in e for atoms 1 to 8: atom 1 (C): -0.21, atom 2 (C): -0.04, atom 3 (C): -0.69, atom 4 (C): -0.23, atom 5 (C): -0.16, atom 6 (S): 0.78, atom 7 (H): 0.11, atom 8 (H): 0.06

***

(3)
Entry from the OMol25 dataset: a structure of composition C24H29N4O4S2SbSe4Ta (the ωB97M-V functional and the def2-TZVPD basis).

Values from the calculation:
E_tot, eV: -330660.8390
LUMO, eV: 1.2575
E_HOMO, eV: -4.05

```
! RIJCOSX wB97M-V def2-TZVPD def2/J DEFGRID3
* xyz -1 1
Ta -0.2325 -2.5013 -0.8987
C -0.8317 1.6688 -0.2060
C -1.1225 0.6662 0.8573
N -0.1929 0.2504 1.6278
N -0.5161 -0.5263 2.6932
C -0.3714 -1.7817 2.7180
S 0.1470 -2.9345 1.4597
S -0.6722 -2.5865 4.2809
C 1.0537 -3.0659 4.6616
C 2.0305 -1.9379 4.4978
C 1.9774 -0.8235 5.3308
C 2.8511 0.2348 5.1429
C 3.7856 0.1960 4.1147
C 3.8426 -0.9081 3.2781
C 2.9687 -1.9703 3.4724
C -2.5119 0.1300 0.9322
C -3.5001 0.6471 1.7562
C -4.7783 0.1040 1.7469
C -5.0730 -0.9551 0.8985
C -4.0935 -1.4846 0.0702
C -2.8120 -0.9513 0.1039
O -1.8216 -1.4538 -0.6759
H 0.1806 2.0511 -0.0967
H -1.5274 2.5060 -0.1019
H -0.9772 1.2452 -1.2024
H 1.3339 -3.9153 4.0409
H 0.9986 -3.4025 5.6989
H 1.2258 -0.7767 6.1113
H 2.7919 1.1035 5.7863
H 4.4539 1.0311 3.9480
H 4.5515 -0.9245 2.4608
H 3.0019 -2.8246 2.8063
H -3.2589 1.4760 2.4098
H -5.5429 0.5117 2.3945
H -6.0722 -1.3710 0.8752
H -4.3251 -2.2920 -0.6144
Se 2.3827 3.7954 0.9374
Sb 3.1861 1.5601 0.5724
Se 0.5277 -2.1586 -3.2810
Se 1.4687 -0.8783 -1.4992
Se 5.5410 1.4879 0.1632
N -1.9231 -4.0510 -1.4162
C -1.4097 -5.4291 -1.4533
C 0.1075 -5.3730 -1.5312
O 0.7594 -6.1903 -2.1064
O 0.5717 -4.3350 -0.8740
H -2.5422 -3.8966 -0.6354
H -2.4334 -3.8042 -2.2570
H -1.8151 -5.9973 -2.2857
H -1.6611 -5.9351 -0.5207
O -1.0478 1.6929 -3.7132
C -0.1559 2.3115 -4.2479
C 1.3056 1.9791 -4.1065
C 1.7856 2.8005 -2.8886
C 1.4341 4.2999 -2.8560
C -0.0565 4.6231 -2.6472
C -0.9202 4.5400 -3.9210
N -0.3857 3.5452 -4.8659
H 1.8585 2.2659 -5.0058
H 1.4435 0.9140 -3.9275
H 2.8670 2.6908 -2.7876
H 1.3505 2.3548 -1.9900
H 1.8259 4.8173 -3.7420
H 1.9774 4.7052 -2.0005
H -0.1520 5.6256 -2.2233
H -0.4431 3.9364 -1.8912
H -0.9391 5.4978 -4.4433
H -1.9480 4.2743 -3.6801
H 0.4785 3.8963 -5.2544
*
```

Atom charges from the Löwdin analysis, given in e for atoms 1 to 8: atom 1 (Ta): 0.97, atom 2 (C): -0.05, atom 3 (C): -0.31, atom 4 (N): 0.10, atom 5 (N): -0.02, atom 6 (C): -1.01, atom 7 (S): 0.59, atom 8 (S): 0.84

***

(4)
Entry from the OMol25 dataset: a structure of composition C14H30FeNO3P2 at a distorted geometry (the ωB97M-V functional and the def2-TZVPD basis).

Values from the calculation:
E_tot, eV: -75586.8728
LUMO (alpha / beta), eV: -6.2462 / -8.5755
E_HOMO (alpha / beta), eV: -14.38 / -15.26
<S²>: 8.808

```
! RIJCOSX wB97M-V def2-TZVPD def2/J DEFGRID3
* xyz 2 6
Fe 0.4208 0.1343 0.0247
P 1.0051 -1.1306 -1.8168
C -0.0277 -2.5147 -1.4579
C -0.5972 -2.6026 -0.1569
N -0.6088 -1.4459 0.6111
C -1.2223 -1.4150 1.8069
C -1.7016 -2.5711 2.4056
C -1.6685 -3.7722 1.6919
C -1.1622 -3.7753 0.3995
C -1.3164 -0.0746 2.5135
P -1.4719 1.3681 1.4251
H -1.1550 -4.6840 -0.2033
H -2.0820 -2.5037 3.4255
H -2.0348 -4.6863 2.1581
H -2.2035 -0.0878 3.1630
H -0.4307 0.0584 3.1635
H -1.9082 -2.2337 -2.4780
H -0.0446 -3.3905 -2.1153
H -2.5155 -0.1014 -2.3162
O -2.5283 -1.6276 -2.9442
H -3.2491 -2.1854 -3.2738
H -0.9768 1.3031 0.0464
O -2.2421 0.8000 -1.9924
H -2.9703 1.4006 -2.2284
C -3.1922 1.6775 1.0170
H -3.8087 1.7909 1.9168
H -3.2584 2.5948 0.4180
H -3.5799 0.8505 0.4120
C -0.6796 2.7654 2.2104
H -0.6784 3.6170 1.5159
H -1.2301 3.0470 3.1207
H 0.3594 2.5132 2.4657
C 2.7529 -1.4898 -1.5249
H 3.0607 -2.2967 -2.1992
H 3.3425 -0.5825 -1.7131
H 2.9093 -1.8004 -0.4828
C 0.7387 -0.4900 -3.4787
H 1.4640 0.3150 -3.6684
H 0.8920 -1.2970 -4.2093
H -0.2776 -0.0822 -3.5695
C 2.9323 2.4364 -0.7400
C 3.0269 1.6562 0.5640
C 3.3192 2.5261 1.7713
O 1.8590 0.9171 0.8596
H 2.0029 3.0198 -0.7755
H 2.9487 1.7621 -1.6081
H 3.7779 3.1291 -0.8362
H 3.8773 0.9601 0.4413
H 2.4625 3.1875 1.9600
H 3.4457 1.8833 2.6479
H 4.2245 3.1274 1.6336
*
```

Atom charges from the Löwdin analysis, given in e for atoms 1 to 8: atom 1 (Fe): 0.58, atom 2 (P): 0.82, atom 3 (C): -0.17, atom 4 (C): -0.30, atom 5 (N): 0.00, atom 6 (C): -0.28, atom 7 (C): 0.03, atom 8 (C): 0.01

***

(5)
Entry from the OMol25 dataset: a cluster of 3 separate species, C26H47N3O4P in total at a distorted geometry (the ωB97M-V functional and the def2-TZVPD basis).

Values from the calculation:
E_tot, eV: -49655.2139
LUMO (alpha / beta), eV: -4.7628 / -4.7628
E_HOMO (alpha / beta), eV: -10.47 / -11.15
<S²>: 2.009

```
! RIJCOSX wB97M-V def2-TZVPD def2/J DEFGRID3
* xyz 1 3
O -1.0805 -6.0103 -2.1445
N -0.8769 -7.0989 -1.7226
O -1.1818 -7.1656 -0.3696
P -2.8049 -6.6470 -0.1089
C -3.4080 -6.8702 1.6614
C -2.3461 -7.5386 2.6610
C -0.9420 -6.7875 2.7457
C 0.2084 -7.4989 3.5401
C 1.6351 -6.8620 3.7165
C 1.9299 -5.4858 3.0739
C 0.7990 -4.7319 2.2861
C -0.6059 -5.3995 2.1465
H -3.6569 -7.2310 -1.0962
H -2.7918 -5.2167 -0.3550
H -4.3078 -7.5980 1.6099
H -3.8340 -5.8802 2.0774
H -2.1937 -8.6618 2.4485
H -2.8144 -7.4733 3.7183
H -0.0189 -8.5198 3.9966
H 2.4107 -7.4462 4.3233
H 2.9742 -5.0187 3.1656
H 1.0196 -3.7078 1.8092
H -1.3965 -4.8270 1.5499
C -2.4588 1.2196 -0.9839
C -2.1983 0.0147 -0.0401
C -1.1589 0.3952 1.0394
C 0.2851 0.4057 0.5508
C 0.6253 -0.8863 -0.1815
C -0.3614 -1.1942 -1.3256
N -1.7846 -1.1631 -0.8663
O -2.0087 -2.2860 -0.1300
C -0.1361 -0.1818 -2.4741
C 0.0203 -2.5544 -1.9653
C -3.5539 -0.2012 0.6853
H -2.7163 0.8910 -1.9959
H -3.3030 1.8287 -0.6468
H -1.6066 1.8982 -1.0463
H -1.2228 -0.3140 1.8751
H -1.3992 1.3776 1.4592
H 0.4614 1.2710 -0.0940
H 0.9566 0.5246 1.4068
H 1.6467 -0.8186 -0.5715
H 0.6351 -1.7109 0.5432
H -0.8613 -0.3355 -3.2805
H 0.8608 -0.3015 -2.9053
H -0.1953 0.8585 -2.1634
H 0.0228 -3.3766 -1.2444
H 1.0284 -2.5151 -2.3888
H -0.6662 -2.8136 -2.7791
H -4.3375 -0.5003 -0.0191
H -3.8813 0.7194 1.1739
H -3.4922 -0.9573 1.4729
C 0.4658 7.1165 -1.2257
C 0.7295 5.9141 -0.2797
C 1.7700 6.2988 0.7983
C 3.2143 6.3106 0.3080
C 3.5539 5.0166 -0.4219
C 2.5654 4.7050 -1.5637
N 1.1440 4.7355 -1.1035
O 0.9233 3.6136 -0.3670
C 2.7875 5.7143 -2.7154
C 2.9464 3.3433 -2.1979
C -0.6249 5.6975 0.4475
H 0.2078 6.7852 -2.2365
H -0.3790 7.7249 -0.8890
H 1.3165 7.7963 -1.2908
H 1.7081 5.5913 1.6351
H 1.5283 7.2818 1.2164
H 3.3892 7.1751 -0.3394
H 3.8868 6.4321 1.1627
H 4.5746 5.0837 -0.8136
H 3.5649 4.1944 0.3045
H 2.0611 5.5575 -3.5201
H 3.7838 5.5946 -3.1480
H 2.7275 6.7553 -2.4077
H 2.9502 2.5249 -1.4734
H 3.9537 3.3815 -2.6238
H 2.2577 3.0812 -3.0089
H -1.4087 5.3955 -0.2554
H -0.9535 6.6187 0.9346
H -0.5611 4.9432 1.2365
*
```

Atom charges from the Löwdin analysis, given in e for atoms 1 to 8: atom 1 (O): 0.06, atom 2 (N): -0.02, atom 3 (O): -0.29, atom 4 (P): 1.09, atom 5 (C): -0.30, atom 6 (C): -0.21, atom 7 (C): -0.20, atom 8 (C): -0.02

***

(6)
Entry from the OMol25 dataset: the molecule C6H10 at a distorted geometry (the ωB97M-V functional and the def2-TZVPD basis).

Values from the calculation:
E_tot, eV: -6382.0776
LUMO, eV: 1.1421
E_HOMO, eV: -9.14
SMILES: C=CCC(=C)C

```
! RIJCOSX wB97M-V def2-TZVPD def2/J DEFGRID3
* xyz 0 1
C 1.3842 1.4546 0.7279
C 0.0442 1.4434 0.8023
C -0.7344 0.1200 0.8965
C -0.3643 -0.8429 -0.1968
C 0.2599 -2.0167 -0.0407
C -0.5681 -0.2697 -1.5706
H 1.9956 0.6627 1.1499
H 1.8468 2.3622 0.3437
H -0.4989 2.3733 0.9192
H -0.5858 -0.1730 1.9455
H -1.8099 0.3165 0.7630
H 0.7534 -2.4275 -0.9178
H 0.3096 -2.6147 0.8641
H -0.5245 -0.9950 -2.3786
H -1.6156 0.0386 -1.5596
H 0.1078 0.5683 -1.7482
*
```

Atom charges from the Löwdin analysis, given in e for atoms 1 to 8: atom 1 (C): 0.00, atom 2 (C): -0.17, atom 3 (C): -0.19, atom 4 (C): -0.40, atom 5 (C): 0.04, atom 6 (C): -0.07, atom 7 (H): 0.07, atom 8 (H): 0.05

***

(7)
Entry from the OMol25 dataset: the molecule C5H6O (the ωB97M-V functional and the def2-TZVPD basis).

Values from the calculation:
E_tot, eV: -7326.3846
LUMO, eV: 0.9579
E_HOMO, eV: -9.47
SMILES: CC#C[C@H]1CO1

```
! RIJCOSX wB97M-V def2-TZVPD def2/J DEFGRID3
* xyz 0 1
C 1.3563 -1.4401 1.4697
C 0.9743 -0.4367 0.4824
C 0.4195 0.2507 -0.3370
C -0.6242 0.7776 -1.1947
C -1.9806 0.4814 -0.7146
O -1.4636 1.7990 -0.6725
H 2.4029 -1.4022 1.7760
H 0.7216 -1.3231 2.3542
H 1.1442 -2.4267 1.0449
H -0.4277 0.8616 -2.2614
H -2.0562 -0.0108 0.2560
H -2.7919 0.2919 -1.4121
*
```

Atom charges from the Löwdin analysis, given in e for atoms 1 to 8: atom 1 (C): -0.10, atom 2 (C): -0.07, atom 3 (C): 0.02, atom 4 (C): -0.31, atom 5 (C): -0.12, atom 6 (O): -0.03, atom 7 (H): 0.07, atom 8 (H): 0.08

***

(8)
Entry from the OMol25 dataset: a structure of composition C36H22F4IN8O4S8Zn (the ωB97M-V functional and the def2-TZVPD basis).

Values from the calculation:
E_tot, eV: -211870.8758
LUMO, eV: 1.3000
E_HOMO, eV: -4.42

```
! RIJCOSX wB97M-V def2-TZVPD def2/J DEFGRID3
* xyz -1 1
Zn -1.2515 1.5257 0.1790
O -0.2161 -3.5804 2.1602
C -1.0845 -2.8484 2.8743
C -1.2938 -3.2356 4.1999
C -2.1329 -2.5110 5.0200
C -2.7947 -1.3845 4.5375
C -2.5974 -1.0027 3.2260
C -1.7510 -1.7144 2.3739
C -1.5203 -1.1726 1.0086
O -2.1443 -0.0950 0.6770
N -0.6770 -1.8357 0.2647
N -0.4440 -1.3389 -1.0267
C 1.1429 -1.0402 -2.3639
S 1.6882 -0.4179 -3.9150
C 2.9979 -1.5956 -4.3557
C 3.8145 -2.1037 -3.1766
S 2.8848 -3.3869 -2.2725
H -0.1367 -3.1649 1.2678
H -0.7593 -4.1034 4.5629
H -2.2657 -2.8203 6.0497
H -3.4477 -0.8104 5.1813
H -3.0873 -0.1249 2.8271
H 3.6371 -1.0489 -5.0505
H 2.5632 -2.4347 -4.9026
H 4.0571 -1.3209 -2.4574
H 4.7348 -2.5768 -3.5246
I 1.8350 -1.8995 6.2239
C 1.0351 -0.3390 5.0965
C 0.5236 0.7802 5.7427
C 0.0200 1.8266 4.9899
C 0.0140 1.7559 3.6001
C 0.5224 0.6259 2.9751
C 1.0404 -0.4273 3.7151
C -0.4950 2.9312 2.8146
O -0.7084 4.0013 3.3690
O -0.6083 2.7826 1.5275
H 0.5263 0.8332 6.8229
H -0.3718 2.7154 5.4662
H 0.5355 0.5591 1.8956
H 1.4404 -1.3003 3.2139
S -2.3514 2.7952 -1.4630
C -1.8232 4.3814 -1.1446
N -1.9476 5.3734 -2.0531
C -1.6702 6.6670 -1.4360
C -0.8454 6.2354 -0.2145
N -1.2671 4.8526 -0.0433
H -2.5416 5.2492 -2.8541
H -2.5969 7.1652 -1.1384
H -1.1146 7.3183 -2.1069
H -1.0639 6.8241 0.6737
H 0.2279 6.2785 -0.4183
H -0.9614 4.2208 0.7181
C 2.2261 5.2876 2.5027
S 2.3446 4.5332 0.8636
C 2.8180 2.8925 1.2485
C 2.6226 1.8402 0.4307
S 1.7602 1.8956 -1.0912
S 3.3345 0.3177 0.9239
C 3.9740 0.8555 2.4365
S 4.7396 -0.1006 3.5144
S 3.7155 2.5562 2.7071
H 1.9297 6.3188 2.3131
H 3.1905 5.2986 3.0073
H 1.4623 4.8064 3.1098
F -1.6159 -1.0831 -3.8336
C -1.4163 -2.4086 -3.9301
C -2.0338 -3.0960 -4.9418
F -2.8092 -2.3902 -5.7804
C -1.8722 -4.4889 -5.1400
C -1.0372 -5.0953 -4.1719
C -0.4287 -4.3961 -3.1599
F 0.3492 -5.0695 -2.2925
C -0.5775 -3.0228 -3.0013
C 0.1652 -2.2371 -2.0243
C 0.4265 -0.3157 -1.3054
N 0.4869 0.8181 -0.6795
C 1.5849 -2.3666 -1.6578
N 2.4941 -2.7379 -0.7271
F -0.8185 -6.4199 -4.2189
C -2.4860 -5.2033 -6.2029
C -2.2705 -6.5873 -6.4349
N -2.1237 -7.7045 -6.6906
C -3.3519 -4.5962 -7.1504
N -4.0535 -4.1640 -7.9603
*
```

Atom charges from the Löwdin analysis, given in e for atoms 1 to 8: atom 1 (Zn): 0.52, atom 2 (O): 0.06, atom 3 (C): -0.28, atom 4 (C): -0.04, atom 5 (C): -0.09, atom 6 (C): -0.09, atom 7 (C): -0.03, atom 8 (C): -0.09